# 1
C5H13NO4P | the ωB97M-V functional and the def2-TZVPD basis

Last column: natural (NBO) charge in e.
Cartesian coordinates (Å):
C: -1.6438 1.2094 -2.4970  -0.60
C: 0.5725 0.6656 -1.5704  -0.60
C: -0.8785 0.7932 -1.2323  -0.34
C: -1.4373 -0.4898 -0.6367  0.46
C: 0.2465 0.1651 1.8222  -0.88
N: 1.2234 1.1738 1.8371  -0.88
O: 1.4917 -1.9019 0.6167  -1.03
O: 0.0897 -2.4349 2.5884  -1.02
O: 2.4549 -1.3509 2.7867  -1.16
O: -1.1258 -1.5817 -1.0604  -0.62
P: 1.1337 -1.3414 2.1363  2.24
H: -1.3424 2.2394 -2.8748  0.20
H: -1.3120 0.5587 -3.3879  0.20
H: -2.7881 1.2794 -2.3370  0.20
H: 0.6331 0.0836 -2.4219  0.19
H: 1.0303 1.6026 -1.8633  0.19
H: 1.1419 0.3572 -0.6926  0.26
H: -1.0052 1.5786 -0.4902  0.22
H: -2.0463 -0.3728 0.1848  0.13
H: -0.7347 0.3350 2.4795  0.18
H: 2.1536 0.8699 1.6815  0.36
H: 1.4211 1.5158 2.8425  0.30
H: 0.0194 -3.1869 1.9602  0.50
H: 0.7023 -1.7671 0.1287  0.49

Forces on atoms 1 to 3 (eV/Å):
-0.71 0.65 -1.52
0.53 1.28 1.55
-0.71 0.85 -0.13

Properties
2S+1: 1
charge: -1
HOMO level: -2.2 eV
HOMO-LUMO gap: 5.66 eV
molecular weight: 182.136 g mol⁻¹



# 2
C5H13NOSi | the ωB97M-V functional and the def2-TZVPD basis

Last column: natural (NBO) charge in e.
Cartesian coordinates (Å):
C: 0.3803 -2.3617 0.1063  -0.58
C: -0.0222 -0.9018 -0.1555  -0.13
C: -1.4798 -0.6785 0.2633  -0.59
C: 0.1487 -0.5909 -1.6473  -0.59
C: 0.8460 -0.0370 0.6474  0.19
N: 1.6838 0.1432 1.4328  0.19
O: 2.4932 0.5929 2.1847  -0.43
H: -0.2554 -3.0223 -0.4785  0.21
H: 0.2633 -2.6105 1.1599  0.22
H: 1.4153 -2.5317 -0.1791  0.22
H: -1.7680 0.3571 0.1027  0.22
H: -2.1340 -1.3172 -0.3264  0.21
H: -1.6170 -0.9177 1.3160  0.22
H: 1.1878 -0.7139 -1.9473  0.22
H: -0.1586 0.4276 -1.8717  0.22
H: -0.4644 -1.2724 -2.2321  0.21
Si: -0.0929 3.0997 0.3240  0.63
H: 0.5202 1.8572 -0.1758  -0.17
H: -1.4588 2.7844 0.7561  -0.16
H: 0.6664 3.5972 1.4619  -0.14
H: -0.1542 4.0963 -0.7412  -0.15

Forces on atoms 1 to 3 (eV/Å):
-0.03 0.14 0.09
-0.49 -0.41 -0.44
0.11 -0.01 -0.01

Properties
2S+1: 1
SMILES string: CC(C)(C)C#[N+][O-].[SiH4]
HOMO level: -9.2 eV
HOMO-LUMO gap: 9.88 eV
molecular weight: 131.251 g mol⁻¹



# 3
C5H13NS | the ωB97M-V functional and the def2-TZVPD basis

Last column: natural (NBO) charge in e.
Cartesian coordinates (Å):
C: -0.4487 0.4879 -1.5861  -0.08
C: -1.6369 0.0439 -2.4301  -0.67
S: -0.9826 1.1686 3.5494  -1.03
C: -0.5069 0.1070 -0.1560  -0.34
N: 0.6331 -0.8125 0.4296  -0.44
C: 0.8404 -0.6258 1.8561  -0.46
C: 1.8477 -0.6073 -0.3144  -0.41
H: -0.1350 1.5020 -1.7618  0.16
H: -2.5912 0.3206 -1.9884  0.22
H: -1.6512 -1.0529 -2.4797  0.21
H: -1.4626 0.4664 -3.4237  0.20
H: -1.4450 1.6069 2.3853  0.07
H: -0.3992 1.0047 0.4540  0.22
H: -1.2497 -0.6097 0.1832  0.22
H: 1.2987 0.3218 2.1648  0.18
H: 1.4559 -1.3629 2.3632  0.18
H: -0.1316 -0.6208 2.3567  0.26
H: 2.0565 0.4974 -0.3972  0.14
H: 1.7449 -0.8848 -1.3635  0.19
H: 2.7635 -0.9505 0.1587  0.19

Forces on atoms 1 to 3 (eV/Å):
-2.00 -0.50 0.52
1.68 -0.29 -0.03
-0.51 0.56 1.04

Properties
2S+1: 2
charge: -1
HOMO level (alpha / beta): -2.4 / -2.4 eV
HOMO-LUMO gap (alpha / beta): 5.88 / 5.33 eV
molecular weight: 119.233 g mol⁻¹



# 4
C5H13NS | the ωB97M-V functional and the def2-TZVPD basis

Last column: natural (NBO) charge in e.
Cartesian coordinates (Å):
C: 0.4912 -0.1296 -2.6427  -0.62
C: 0.4036 1.1379 -1.8020  -0.55
S: 1.9408 1.4508 -0.8830  -0.12
H: 0.7279 -0.9904 -2.0053  0.20
H: 1.2826 -0.0780 -3.3848  0.22
H: -0.4678 -0.4309 -3.0742  0.20
H: -0.3509 0.9768 -1.0239  0.21
H: 0.2647 2.0039 -2.4454  0.22
C: -2.7208 -1.8786 2.1519  -0.61
C: -1.4071 -1.5497 1.4554  -0.30
C: 0.3102 0.0136 1.3837  -0.51
N: -1.0316 -0.1823 1.6091  -0.18
H: -2.5864 -1.9901 3.2295  0.21
H: -3.4056 -1.0388 2.0291  0.22
H: -3.1967 -2.7940 1.8073  0.22
H: -0.6032 -2.2288 1.7707  0.19
H: -1.5669 -1.7600 0.3822  0.23
H: 0.4908 1.0734 1.0904  0.26
H: 0.9690 -0.1459 2.2475  0.28
H: 0.7024 -0.6061 0.5442  0.23

Forces on atoms 1 to 3 (eV/Å):
-0.16 -0.75 0.51
1.13 -0.69 -0.08
-0.78 -0.44 0.46

Properties
2S+1: 1
HOMO level: -7.6 eV
HOMO-LUMO gap: 4.46 eV
molecular weight: 119.233 g mol⁻¹



# 5
C5H13NS | the ωB97M-V functional and the def2-TZVPD basis

Last column: natural (NBO) charge in e.
Cartesian coordinates (Å):
C: 0.3574 1.9881 1.2601  -0.63
C: 0.2308 1.9052 -0.2453  -0.21
N: 0.6016 0.6533 -0.8622  -0.62
C: 0.1332 -0.5614 -0.1692  -0.08
C: -1.3618 -0.6579 0.1049  -0.64
C: 0.6917 -1.8047 -0.8326  -0.51
S: 0.9486 -3.1850 0.3316  -0.04
H: -0.4501 1.5622 1.8416  0.21
H: 1.2821 1.4849 1.5512  0.21
H: 0.4124 3.0464 1.4920  0.22
H: 0.8190 2.6902 -0.7183  0.19
H: -0.7587 2.2236 -0.5789  0.16
H: 0.2488 0.6795 -1.8091  0.35
H: 0.6477 -0.4688 0.7944  0.20
H: -1.8698 0.2915 0.2700  0.22
H: -1.9123 -1.0905 -0.7303  0.20
H: -1.5421 -1.2518 0.9901  0.22
H: 0.1040 -2.0918 -1.7000  0.21
H: 1.6883 -1.6743 -1.2588  0.24
H: -0.2708 -3.7387 0.2688  0.12

Forces on atoms 1 to 3 (eV/Å):
0.59 0.06 -0.30
-0.71 0.72 -0.57
0.00 -0.89 -0.28

Properties
2S+1: 1
SMILES string: CCN[C@@H](C)CS
HOMO level: -8.7 eV
HOMO-LUMO gap: 9.66 eV
molecular weight: 119.233 g mol⁻¹



# 6
C5H13NS2 | the ωB97M-V functional and the def2-TZVPD basis

Last column: natural (NBO) charge in e.
Cartesian coordinates (Å):
C: 0.9975 -0.6405 2.2354  -0.62
C: 2.4306 -0.8632 1.6930  -0.52
S: 2.6049 -0.6230 -0.1162  0.06
S: 1.6509 1.0938 -0.6780  0.11
C: 0.1977 0.3945 -1.5162  -0.55
C: -1.1572 0.2912 -0.8016  -0.06
C: -1.9791 1.6112 -1.0364  -0.61
N: -1.9178 -0.8724 -1.2859  -0.85
H: 0.4782 0.1879 1.7711  0.22
H: 1.1808 -0.5300 3.3063  0.21
H: 0.4485 -1.5717 2.0924  0.21
H: 2.8023 -1.8616 1.9016  0.23
H: 3.1024 -0.1077 2.0995  0.21
H: 0.4242 -0.5675 -1.9777  0.22
H: 0.0379 1.0484 -2.3795  0.22
H: -1.0672 0.2635 0.2917  0.17
H: -1.3315 2.4644 -0.8733  0.21
H: -2.8766 1.4768 -0.4382  0.21
H: -2.3033 1.5806 -2.0781  0.21
H: -2.4215 -1.2479 -0.4938  0.37
H: -1.3019 -1.5267 -1.7161  0.36

Forces on atoms 1 to 3 (eV/Å):
1.43 -1.31 0.22
-0.86 1.58 -0.54
0.36 -0.59 -0.22

Properties
2S+1: 1
SMILES string: CCSSC[C@@H](C)N
HOMO level: -8.6 eV
HOMO-LUMO gap: 9.40 eV
molecular weight: 151.300 g mol⁻¹



# 7
C5H13O | the ωB97M-V functional and the def2-TZVPD basis

Last column: natural (NBO) charge in e.
Cartesian coordinates (Å):
C: -1.0229 1.1414 -0.6109  -0.71
C: -1.5998 -0.9200 0.6735  -0.67
C: 1.0938 -1.0433 -0.8986  -0.25
C: 1.8150 0.4650 0.8088  -0.23
C: -0.6890 0.2401 0.4602  0.11
O: 0.7290 -0.3752 0.2791  -0.34
H: -1.0181 0.7728 -1.7073  0.26
H: -0.3847 2.1507 -0.5768  0.24
H: -2.1374 1.5164 -0.4295  0.29
H: -2.2092 -1.2012 -0.1680  0.24
H: -2.2750 -0.7068 1.5476  0.26
H: -1.1181 -1.7271 1.0771  0.25
H: 1.9586 -1.5795 -0.6657  0.22
H: 0.3238 -1.5875 -1.2521  0.22
H: 1.3188 -0.3631 -1.7354  0.21
H: 1.7360 0.6891 1.8622  0.23
H: 2.6245 -0.1483 0.7177  0.21
H: 1.8217 1.3712 0.2515  0.21
H: -0.6163 0.8130 1.4891  0.24

Forces on atoms 1 to 3 (eV/Å):
-1.26 4.29 -2.63
-2.20 1.46 0.88
1.56 2.37 -1.49

Properties
2S+1: 1
charge: +1
HOMO level: -16.4 eV
HOMO-LUMO gap: 13.64 eV
molecular weight: 89.158 g mol⁻¹



# 8
C5H13O2 | the ωB97M-V functional and the def2-TZVPD basis

Last column: natural (NBO) charge in e.
Cartesian coordinates (Å):
C: -0.4194 -0.8597 1.5844  -0.06
O: 0.3512 -2.0335 1.5226  -0.83
C: 0.3476 0.3919 1.0089  -0.41
C: 0.1197 0.6272 -0.5219  -0.29
C: 1.1811 1.5764 -1.0422  -0.60
C: -1.3052 0.9532 -0.8231  -0.60
H: -1.3914 -1.1077 1.0944  0.14
H: -0.7587 -0.7130 2.6162  0.14
H: 1.3915 0.1158 1.1561  0.21
H: 0.1308 1.2919 1.6165  0.16
H: 0.1791 -0.4403 -0.7739  0.29
H: 1.1487 1.5274 -2.1436  0.20
H: 1.0743 2.5922 -0.6767  0.19
H: 2.1817 1.1688 -0.8890  0.21
H: -1.6731 1.7551 -0.1312  0.17
H: -1.9935 0.1240 -0.6936  0.22
H: -1.4773 1.4703 -1.7772  0.19
H: -0.0030 -3.5485 -0.7517  0.42
H: 0.5714 -2.2209 0.4504  0.50
O: 0.3444 -2.6706 -0.8255  -1.23

Forces on atoms 1 to 3 (eV/Å):
-0.20 -0.76 -0.33
0.66 0.91 0.16
-1.09 -0.30 0.33

Properties
2S+1: 1
charge: -1
HOMO level: -3.5 eV
HOMO-LUMO gap: 7.32 eV
molecular weight: 105.157 g mol⁻¹



# 9
C5H13O2 | the ωB97M-V functional and the def2-TZVPD basis

Last column: natural (NBO) charge in e.
Cartesian coordinates (Å):
C: 1.5174 -0.3014 0.8508  -0.13
O: 0.7532 -0.4303 -0.2737  -0.31
C: 1.8255 1.2122 1.1939  -0.42
C: 2.3607 1.9790 -0.0754  -0.63
H: 2.5174 -0.8411 0.7278  0.25
H: 1.0112 -0.8316 1.7130  0.20
H: 2.4898 1.2643 2.0789  0.21
H: 0.8037 1.4924 1.5227  0.21
H: 2.1919 3.0606 -0.0493  0.22
H: 1.9097 1.5209 -0.9840  0.23
H: 3.4257 1.8279 -0.1840  0.21
C: -2.0225 -1.2837 -0.3157  -0.07
O: -1.3604 -1.0903 -1.5287  -0.74
C: -2.9407 -0.1548 0.0788  -0.64
H: -2.6309 -2.1933 -0.5299  0.16
H: -1.2604 -1.4994 0.4426  0.15
H: -0.4316 -0.8129 -1.2201  0.49
H: -3.3334 0.3520 -0.8170  0.22
H: -3.7981 -0.5137 0.6337  0.21
H: -2.4788 0.6306 0.6905  0.19

Forces on atoms 1 to 3 (eV/Å):
0.81 0.44 0.69
1.49 0.03 0.91
-0.76 -0.77 -0.59

Properties
2S+1: 2
HOMO level (alpha / beta): -9.5 / -9.4 eV
HOMO-LUMO gap (alpha / beta): 10.31 / 6.98 eV
molecular weight: 105.157 g mol⁻¹



# 10
C5H13O3 | the ωB97M-V functional and the def2-TZVPD basis

Last column: natural (NBO) charge in e.
Cartesian coordinates (Å):
C: 0.8533 -1.2632 -1.2791  -0.05
O: 1.2365 0.0700 -1.4493  -0.81
C: 1.0084 -1.7516 0.1769  -0.40
C: 0.3303 -0.8782 1.2415  -0.47
C: 1.0138 0.4321 1.4900  -0.13
C: 0.5903 1.5122 2.1454  -0.43
H: -0.1969 -1.3673 -1.5865  0.16
H: 1.4700 -1.8970 -1.9262  0.14
H: 2.0871 -1.8590 0.3168  0.18
H: 0.5312 -2.7354 0.2707  0.19
H: -0.6886 -0.7544 0.8574  0.25
H: 0.2138 -1.4142 2.1898  0.20
H: 1.9780 0.5150 1.0078  0.19
H: -0.3532 1.4542 2.6748  0.18
H: 1.1619 2.4227 2.0774  0.19
H: -2.0992 0.6531 -0.5439  0.51
H: -3.4374 0.0949 -0.9049  0.44
O: -2.9567 0.3470 -0.0891  -1.03
H: -1.2292 1.6689 -2.3158  0.43
H: 0.3561 0.6310 -1.4297  0.53
O: -1.0380 1.3482 -1.4263  -1.24

Forces on atoms 1 to 3 (eV/Å):
-0.48 0.35 0.37
-0.34 0.24 0.03
0.03 -0.16 -0.16

Properties
2S+1: 1
charge: -1
HOMO level: -4.4 eV
HOMO-LUMO gap: 8.48 eV
molecular weight: 121.156 g mol⁻¹



# 11
C5H13O3 | the ωB97M-V functional and the def2-TZVPD basis

Last column: natural (NBO) charge in e.
Cartesian coordinates (Å):
C: 1.5899 0.5966 1.7383  -0.04
O: 2.0480 -0.1893 2.8108  -0.73
C: 0.8781 -0.1346 0.5674  -0.47
C: -0.5599 -0.2184 0.9441  -0.42
C: -1.4353 0.1861 -0.2544  -0.43
C: -1.5075 -0.9095 -1.4224  0.01
O: -1.3490 -0.5203 -2.6759  -0.87
H: 0.9558 1.4659 1.9750  0.14
H: 2.5573 1.1191 1.4818  0.16
H: 1.4193 -0.9376 2.9469  0.46
H: 1.1126 0.5997 -0.2466  0.24
H: 1.3075 -1.0373 0.1207  0.23
H: -0.8793 -1.2397 1.2178  0.19
H: -0.7779 0.4036 1.8389  0.18
H: -1.0455 1.1923 -0.6112  0.18
H: -2.4260 0.5249 -0.0544  0.18
H: -2.5957 -1.2328 -1.2952  0.09
H: -0.9825 -1.8527 -1.0357  0.08
H: -0.1201 0.0806 -2.9150  0.51
H: 0.9314 1.4211 -2.2864  0.43
O: 0.8789 0.6822 -2.8442  -1.12

Forces on atoms 1 to 3 (eV/Å):
2.28 0.49 -1.42
-1.30 -1.36 1.09
1.97 1.96 0.13

Properties
2S+1: 1
charge: -1
HOMO level: -3.6 eV
HOMO-LUMO gap: 6.92 eV
molecular weight: 121.156 g mol⁻¹



# 12
C5H13O3 | the ωB97M-V functional and the def2-TZVPD basis

Last column: natural (NBO) charge in e.
Cartesian coordinates (Å):
C: 1.8700 0.2218 1.0274  -0.01
O: 2.1685 -1.0661 1.3324  -0.98
C: 1.1580 0.3645 -0.3565  -0.44
C: 0.1660 1.5445 -0.4857  -0.42
C: -1.2844 1.0952 -0.3538  -0.42
C: -1.7087 0.2546 -1.5635  -0.06
O: -2.7070 -0.7249 -1.2443  -0.74
H: 1.1718 0.6838 1.7846  0.06
H: 2.7979 0.8430 1.0053  0.08
H: 1.9803 0.5078 -1.0699  0.18
H: 0.7238 -0.6193 -0.5574  0.19
H: 0.3594 2.0314 -1.4450  0.18
H: 0.3941 2.1457 0.3875  0.21
H: -1.3618 0.4516 0.4991  0.22
H: -1.9970 1.9172 -0.2543  0.18
H: -2.2235 0.9111 -2.2679  0.15
H: -0.8429 -0.1549 -2.0798  0.17
H: -2.2938 -1.6003 -1.2123  0.47
H: 0.5812 -2.7794 3.0365  0.47
H: 0.7238 -2.7405 1.5582  0.51
O: 0.3243 -3.2868 2.2595  -0.99

Forces on atoms 1 to 3 (eV/Å):
-0.38 -0.96 0.34
-0.23 -0.10 -0.07
0.68 0.23 -0.12

Properties
2S+1: 1
charge: -1
HOMO level: -2.8 eV
HOMO-LUMO gap: 6.31 eV
molecular weight: 121.156 g mol⁻¹



For reference, ΔE to the lowest compared entry with this formula, charge and spin by record: 209.6, 493.4, 84.6, 499.2, 49.5, 47.1, 65.2, 78.7, 123.7, 16.3, 134.8, 64.9 kJ/mol.